Density functional theory data (the ωB97M-V functional and the def2-TZVPD basis) for a 4-piece molecular cluster, H8O4 overall.

Energy relative to the best compared isomer or geometry (same formula, charge and spin) ... 0.989 eV
Kohn-Sham gap ... 11.64 eV
Structure (SMILES) ... O.O.O.O
Multiplicity ... 1
Strongest force on any atom ... 0.43 eV/A

```
12
H8O4 (the ωB97M-V functional and the def2-TZVPD basis)
O -16.9419 -11.7148 10.9602
H -17.2258 -12.5961 11.2029
H -16.5169 -11.3743 11.7474
O -19.0656 -6.2639 15.0225
H -19.0137 -5.7802 14.1982
H -19.1052 -5.5856 15.6967
O -15.3841 -10.5118 18.0729
H -16.1855 -10.4168 18.5876
H -14.8993 -9.7019 18.2320
O -15.9183 -10.3509 14.2714
H -15.7699 -10.8303 15.0866
H -16.4984 -9.6308 14.5187
```

Mulliken population analysis, charges in e, atoms 1 to 5: -0.651 0.310 0.333 -0.637 0.321

---

Density functional theory data (the ωB97M-V functional and the def2-TZVPD basis) for a 4-piece molecular cluster, H8O4 overall in a non-equilibrium geometry.

Energy relative to the best compared isomer or geometry (same formula, charge and spin) ... 1.544 eV
Kohn-Sham gap ... 10.94 eV
Structure (SMILES) ... O.O.O.O
Multiplicity ... 1
Strongest force on any atom ... 6.31 eV/A

```
12
H8O4 (the ωB97M-V functional and the def2-TZVPD basis)
O -0.0307 0.5517 -0.4963
H 0.2770 0.7612 0.4603
H -0.4368 -0.2916 -0.3455
O 2.0722 0.9917 -2.5516
H 2.4413 1.2338 -1.7972
H 1.4594 0.3627 -2.2310
O -0.3320 1.1500 2.1166
H -1.2664 1.2436 1.7214
H -0.6395 0.6029 2.9663
O -1.3054 -1.9118 0.2091
H -0.6503 -2.5351 0.6075
H -1.5887 -2.1590 -0.6597
```

Mulliken population analysis, charges in e, atoms 1 to 5: -0.700 0.390 0.373 -0.585 0.265

---

Density functional theory data (the ωB97M-V functional and the def2-TZVPD basis) for a 4-piece molecular cluster, H8O4 overall in a non-equilibrium geometry.

Energy relative to the best compared isomer or geometry (same formula, charge and spin) ... 1.729 eV
Kohn-Sham gap ... 11.53 eV
Structure (SMILES) ... O.O.O.O
Multiplicity ... 1
Strongest force on any atom ... 4.58 eV/A

```
12
H8O4 (the ωB97M-V functional and the def2-TZVPD basis)
O 0.3455 0.0572 -0.3862
H -0.4356 -0.0631 0.1698
H 0.9975 0.4831 0.0721
O 1.5623 2.3220 -1.2175
H 1.6825 1.3713 -1.2714
H 0.9137 2.4295 -0.5372
O 0.3256 0.7297 2.2242
H -0.1194 0.0025 2.6784
H -0.2607 0.9303 1.5067
O -1.9617 -2.8025 -1.3444
H -1.1811 -2.2315 -1.3779
H -1.8687 -3.2283 -0.5168
```

Mulliken population analysis, charges in e, atoms 1 to 5: -0.683 0.267 0.413 -0.601 0.314

---

Density functional theory data (the ωB97M-V functional and the def2-TZVPD basis) for a 4-piece molecular cluster, H8O4 overall in a non-equilibrium geometry.

Energy relative to the best compared isomer or geometry (same formula, charge and spin) ... 1.057 eV
Kohn-Sham gap ... 10.31 eV
Structure (SMILES) ... O.O.O.O
Multiplicity ... 1
Strongest force on any atom ... 2.19 eV/A

```
12
H8O4 (the ωB97M-V functional and the def2-TZVPD basis)
O -2.3143 -0.2227 0.4743
H -3.0543 -0.2187 1.1123
H -1.7413 0.3553 0.9603
O 1.3097 -2.0547 -1.5497
H 1.9957 -2.0607 -2.2887
H 1.0867 -1.1237 -1.4137
O 0.8987 0.6203 -1.0497
H 0.5407 0.8403 -0.1957
H 1.1217 1.4573 -1.4087
O 0.0987 0.8943 1.4163
H -0.3073 1.4433 2.0763
H 0.3657 0.0693 1.8663
```

Mulliken population analysis, charges in e, atoms 1 to 5: -0.582 0.320 0.297 -0.661 0.311

---

Density functional theory data (the ωB97M-V functional and the def2-TZVPD basis) for a 4-piece molecular cluster, H8O4 overall in a non-equilibrium geometry.

Energy relative to the best compared isomer or geometry (same formula, charge and spin) ... 1.903 eV
Kohn-Sham gap ... 12.09 eV
Structure (SMILES) ... O.O.O.O
Multiplicity ... 1
Strongest force on any atom ... 5.75 eV/A

```
12
H8O4 (the ωB97M-V functional and the def2-TZVPD basis)
O 2.8310 0.7009 -0.7658
H 2.9617 -0.0737 -0.2717
H 1.9673 0.8591 -0.7450
O -0.8166 -0.7020 -2.5992
H -0.2671 0.1929 -2.6513
H -1.6349 -0.5819 -3.0503
O 2.8478 -0.8709 5.1159
H 2.7641 -0.7076 6.0720
H 3.6635 -1.3262 5.0985
O -4.8147 0.4980 -1.8246
H -4.0219 0.8077 -2.1801
H -5.4801 1.2037 -2.1984
```

Mulliken population analysis, charges in e, atoms 1 to 5: -0.590 0.311 0.279 -0.637 0.329

---

Density functional theory data (the ωB97M-V functional and the def2-TZVPD basis) for a 4-piece molecular cluster, H8O4 overall in a non-equilibrium geometry.

Energy relative to the best compared isomer or geometry (same formula, charge and spin) ... 1.236 eV
Kohn-Sham gap ... 11.25 eV
Structure (SMILES) ... O.O.O.O
Multiplicity ... 1
Strongest force on any atom ... 1.79 eV/A

```
12
H8O4 (the ωB97M-V functional and the def2-TZVPD basis)
O -12.5180 -13.8850 9.5030
H -11.9130 -13.1600 9.7170
H -13.0300 -13.4680 8.8290
O -9.6330 -15.3340 7.9030
H -9.0100 -14.5970 7.9600
H -10.1880 -15.3000 8.6580
O -14.1130 -12.7630 6.9120
H -13.2540 -12.4770 6.6540
H -14.6470 -11.9370 6.9710
O -10.5740 -12.1250 9.5510
H -10.0680 -12.9470 9.5120
H -10.8010 -11.8310 10.4200
```

Mulliken population analysis, charges in e, atoms 1 to 5: -0.651 0.377 0.325 -0.622 0.315

---

Density functional theory data (the ωB97M-V functional and the def2-TZVPD basis) for a 4-piece molecular cluster, H8O4 overall in a non-equilibrium geometry.

Energy relative to the best compared isomer or geometry (same formula, charge and spin) ... 1.068 eV
Kohn-Sham gap ... 10.24 eV
Structure (SMILES) ... O.O.O.O
Multiplicity ... 1
Strongest force on any atom ... 1.90 eV/A

```
12
H8O4 (the ωB97M-V functional and the def2-TZVPD basis)
O 1.8607 0.3166 -0.9957
H 2.3347 0.6756 -1.7457
H 2.2337 0.5906 -0.1847
O -0.0633 -1.3134 1.2733
H 0.4617 -1.8314 1.8493
H 0.4997 -1.1714 0.5453
O -0.8313 0.5676 -1.5127
H -0.0783 0.0296 -1.1887
H -0.3973 1.3156 -1.9527
O -2.3023 0.2276 1.5263
H -1.5643 -0.3764 1.4103
H -2.1533 0.9696 0.9753
```

Mulliken population analysis, charges in e, atoms 1 to 5: -0.626 0.288 0.309 -0.629 0.292

---

Density functional theory data (the ωB97M-V functional and the def2-TZVPD basis) for a 4-piece molecular cluster, H8O4 overall in a non-equilibrium geometry.

Energy relative to the best compared isomer or geometry (same formula, charge and spin) ... 2.959 eV
Kohn-Sham gap ... 10.05 eV
Structure (SMILES) ... O.O.O.O
Multiplicity ... 1
Strongest force on any atom ... 5.67 eV/A

```
12
H8O4 (the ωB97M-V functional and the def2-TZVPD basis)
O 0.9833 -0.5162 0.0742
H 0.7328 -1.0606 0.8118
H 1.6732 0.0698 0.5551
O -0.6061 2.6761 -0.1866
H -0.7390 3.3642 0.5146
H -1.4997 2.4080 -0.2474
O 3.0118 -0.6365 -0.2469
H 3.4839 -0.6094 0.5291
H 3.5149 -1.1967 -0.9009
O -3.5751 -1.1673 -0.0651
H -4.0899 -1.9726 -0.0689
H -2.8901 -1.3586 -0.7690
```

Mulliken population analysis, charges in e, atoms 1 to 5: -0.639 0.298 0.334 -0.610 0.312